# 1
Below is a molecular structure, C37H22Cl5N9O3Tl, with properties calculated with ωB97M-V/def2-TZVPD.

XYZ file:
```
77
Properties=species:S:1:pos:R:3:lowdin_charge:R:1
Tl 0.854 -0.018 -0.106 1.031
O 2.130 -3.829 2.106 0.048
C 3.442 -3.540 2.336 -0.246
C 4.263 -4.492 2.933 -0.015
C 5.600 -4.232 3.158 -0.064
C 6.148 -3.012 2.780 -0.074
C 5.339 -2.071 2.178 -0.020
C 3.979 -2.304 1.951 -0.075
C 3.171 -1.247 1.305 -0.401
O 1.908 -1.261 1.428 -0.072
N 3.878 -0.307 0.646 0.093
N 3.075 0.549 0.018 -0.092
C 3.507 1.581 -0.594 -0.049
C 2.543 2.439 -1.295 -0.235
C 2.965 3.596 -1.941 0.007
C 2.032 4.395 -2.576 -0.025
C 0.695 4.023 -2.554 -0.028
C 0.353 2.855 -1.898 -0.145
N 1.250 2.084 -1.286 0.049
H 1.962 -4.718 2.435 0.115
H 3.838 -5.448 3.220 0.119
H 6.217 -4.986 3.629 0.112
H 7.194 -2.803 2.951 0.107
H 5.745 -1.119 1.867 0.108
H 4.564 1.829 -0.610 0.141
H 4.016 3.854 -1.939 0.125
H 2.343 5.297 -3.085 0.122
H -0.066 4.613 -3.042 0.116
H -0.676 2.517 -1.866 0.094
C -1.427 -4.004 -0.544 -0.064
C -0.495 -3.110 -0.015 -0.058
N -0.804 -1.829 0.100 0.085
C -2.012 -1.416 -0.290 -0.212
C -2.905 -2.310 -0.856 -0.053
N -2.609 -3.602 -0.982 0.138
C -2.322 0.007 0.014 -0.184
C -3.613 0.503 0.047 0.080
C -3.838 1.796 0.507 -0.110
C -2.748 2.524 0.981 0.071
C -1.479 1.975 0.916 -0.178
N -1.286 0.766 0.382 0.090
C -0.288 2.629 1.524 -0.197
C -0.268 3.961 1.917 -0.047
N 0.785 4.495 2.526 0.115
C 1.822 3.700 2.750 -0.073
C 1.828 2.374 2.329 -0.069
N 0.776 1.854 1.717 0.092
C -5.204 2.363 0.551 -0.178
C -6.297 1.583 0.907 -0.006
C -7.553 2.171 0.934 -0.117
N -7.773 3.445 0.626 0.079
C -6.725 4.185 0.281 -0.120
C -5.427 3.698 0.234 -0.010
H -1.194 -5.058 -0.632 0.130
H 0.496 -3.408 0.312 0.104
H -3.869 -1.995 -1.235 0.124
H -4.444 -0.114 -0.265 0.125
H -2.910 3.485 1.446 0.125
H -1.103 4.624 1.732 0.121
H 2.675 4.125 3.265 0.121
H 2.686 1.729 2.478 0.122
H -6.181 0.545 1.190 0.117
H -8.421 1.589 1.220 0.115
H -6.929 5.219 0.027 0.114
H -4.616 4.346 -0.073 0.116
Cl -1.574 -5.124 -4.793 0.704
C -0.628 -3.991 -3.917 -0.724
C -1.022 -2.660 -3.835 -0.711
Cl -2.473 -2.136 -4.594 0.712
C -0.251 -1.754 -3.118 -0.583
Cl -0.705 -0.085 -3.020 0.789
C 0.907 -2.133 -2.422 -0.499
O 1.604 -1.310 -1.688 -0.198
C 1.289 -3.486 -2.529 -0.619
Cl 2.682 -3.979 -1.648 0.772
C 0.543 -4.394 -3.268 -0.708
Cl 1.031 -6.039 -3.339 0.713
```

Its spin multiplicity is 1. As for the highest occupied orbital energy: -10.46 eV. The calculation puts the energy relative to the best compared isomer or geometry (same formula, charge and spin) at 7.0 kcal/mol. As for the net charge: +1.

=====

# 2
Below is a molecular structure, C37H22F4N10NaOS, with properties calculated with ωB97M-V/def2-TZVPD.

XYZ file:
```
76
Properties=species:S:1:pos:R:3:lowdin_charge:R:1
Na 1.601 1.244 0.682 0.216
C 5.956 -4.802 1.389 -0.081
C 4.773 -3.874 1.284 -0.308
C 3.490 -4.265 1.669 -0.072
C 2.414 -3.404 1.597 -0.033
C 2.535 -2.072 1.128 -0.247
N 1.524 -1.165 1.132 0.073
C 0.252 -1.589 0.897 -0.270
C -0.064 -2.609 -0.034 -0.039
C -1.359 -2.981 -0.331 -0.067
C -2.452 -2.356 0.270 -0.299
C -3.871 -2.743 -0.066 -0.053
C -2.173 -1.343 1.175 -0.002
C -0.874 -0.975 1.499 -0.131
N -0.708 0.021 2.509 -0.082
C -1.330 0.054 3.709 -0.081
C -0.887 1.177 4.366 -0.070
C 0.021 1.775 3.471 -0.123
N 0.117 1.068 2.358 0.066
C 3.842 -1.709 0.728 -0.139
C 4.915 -2.578 0.809 0.002
N 4.076 -0.398 0.216 -0.115
C 3.608 0.118 -0.944 -0.095
C 4.084 1.405 -1.032 -0.083
C 4.837 1.579 0.145 -0.165
N 4.836 0.486 0.891 0.105
H 5.632 -5.843 1.446 0.062
H 6.558 -4.595 2.280 0.069
H 6.615 -4.702 0.524 0.066
H 3.336 -5.270 2.052 0.099
H 1.437 -3.732 1.931 0.107
H 0.762 -3.100 -0.535 0.113
H -1.531 -3.768 -1.059 0.107
H -3.915 -3.765 -0.447 0.072
H -4.301 -2.092 -0.832 0.057
H -4.516 -2.680 0.812 0.072
H -2.993 -0.812 1.648 0.120
H -2.014 -0.723 4.004 0.114
H -1.161 1.511 5.352 0.080
H 0.628 2.662 3.591 0.056
H 5.889 -2.220 0.490 0.117
H 2.998 -0.465 -1.614 0.124
H 3.907 2.107 -1.828 0.091
H 5.347 2.461 0.496 0.100
O 2.167 3.175 0.837 -0.230
N 1.922 4.451 0.869 -0.219
C 1.401 5.016 -0.244 -0.044
C 1.114 6.352 -0.338 -0.106
C 1.370 7.159 0.772 -0.123
C 1.893 6.585 1.904 -0.136
C 2.192 5.205 2.004 -0.754
S 2.821 4.491 3.405 0.490
H 1.232 4.312 -1.045 0.127
H 0.693 6.744 -1.253 0.088
H 1.156 8.221 0.742 0.089
H 2.097 7.178 2.783 0.082
F -2.900 -2.005 -4.548 0.100
C -3.465 -1.104 -3.726 -0.149
C -4.823 -1.006 -3.739 -0.154
F -5.496 -1.814 -4.578 0.094
C -5.550 -0.103 -2.918 -0.064
C -4.721 0.659 -2.053 -0.153
C -3.362 0.558 -2.033 -0.150
F -2.688 1.349 -1.186 0.115
C -2.637 -0.322 -2.880 -0.056
C -1.231 -0.399 -2.883 -0.147
C -0.410 0.248 -1.923 -0.135
N 0.302 0.756 -1.174 0.243
C -0.492 -1.163 -3.830 -0.213
N 0.169 -1.743 -4.576 0.149
F -5.294 1.531 -1.206 0.100
C -6.953 0.029 -2.963 -0.179
C -7.682 0.959 -2.168 -0.232
N -8.343 1.694 -1.574 0.135
C -7.790 -0.738 -3.822 -0.234
N -8.535 -1.314 -4.489 0.131
```

Its spin multiplicity is 2. As for the highest occupied orbital energy (spin up / spin down): -2.11 / -2.11 eV. The calculation puts the energy relative to the best compared isomer or geometry (same formula, charge and spin) at 0.0 kcal/mol. As for the net charge: -2. The expectation value of S² is 0.79.

=====

# 3
Below is 4 unconnected molecules or ions with the total composition C37H24F10O2, with properties calculated with ωB97M-V/def2-TZVPD.

XYZ file:
```
73
Properties=species:S:1:pos:R:3:lowdin_charge:R:1
C 9.537 -3.083 0.643 -0.016
C 9.118 -2.686 -0.642 -0.134
C 7.949 -1.653 -0.658 -0.190
C 8.300 -0.332 -0.116 -0.003
C 7.262 0.689 -0.049 0.007
C 5.939 0.339 -0.523 -0.066
C 5.589 -0.971 -1.105 -0.047
C 6.624 -1.988 -1.172 0.049
C 4.113 -1.190 -1.578 -0.268
O 3.850 -1.742 -2.611 0.135
C 3.039 -0.581 -0.605 0.016
C 3.391 0.727 -0.026 -0.047
C 2.516 1.394 0.923 0.024
C 1.276 0.716 1.281 -0.038
C 0.924 -0.558 0.698 0.010
C 1.789 -1.269 -0.259 -0.004
C 1.433 -2.661 -0.856 -0.334
F 1.306 -2.665 -2.224 0.119
F 2.495 -3.525 -0.564 0.093
C 0.137 -3.316 -0.244 -0.275
F 0.099 -4.633 -0.683 0.112
F 0.258 -3.411 1.130 0.119
C -1.228 -2.638 -0.698 -0.444
F -1.075 -1.468 -1.362 0.163
F -1.895 -3.488 -1.548 0.121
F -2.012 -2.467 0.407 0.138
C 4.762 1.366 -0.438 -0.286
O 4.904 2.544 -0.641 0.116
H 10.510 -2.786 1.102 0.060
H 8.829 -3.702 1.261 0.068
H 9.580 -3.096 -1.569 0.100
H 9.321 -0.127 0.263 0.110
H 7.440 1.716 0.347 0.121
H 6.366 -2.983 -1.609 0.130
H 2.858 2.362 1.344 0.122
H 0.609 1.204 2.023 0.103
H -0.049 -1.026 0.986 0.106
F -1.416 1.617 1.100 0.035
C -2.040 1.857 -0.073 -0.299
C -3.115 1.069 -0.440 -0.023
C -3.760 1.319 -1.644 -0.074
C -3.315 2.346 -2.469 -0.087
C -2.229 3.126 -2.089 -0.076
C -1.591 2.884 -0.880 -0.029
H -3.442 0.268 0.213 0.114
H -4.608 0.713 -1.939 0.106
H -3.816 2.537 -3.411 0.102
H -1.881 3.923 -2.734 0.109
H -0.749 3.488 -0.563 0.120
F -5.896 -1.790 -0.204 0.053
C -5.750 -3.123 -0.092 -0.283
C -4.733 -3.753 -0.785 -0.029
C -4.578 -5.128 -0.666 -0.076
C -5.449 -5.857 0.136 -0.094
C -6.471 -5.212 0.823 -0.084
C -6.620 -3.835 0.714 -0.019
H -4.072 -3.170 -1.409 0.100
H -3.780 -5.630 -1.198 0.107
H -5.330 -6.930 0.225 0.101
H -7.151 -5.781 1.445 0.104
H -7.404 -3.314 1.248 0.116
F -2.309 5.872 -0.139 0.058
C -3.097 6.076 0.931 -0.281
C -3.442 5.003 1.733 -0.008
C -4.252 5.216 2.841 -0.079
C -4.716 6.495 3.127 -0.099
C -4.366 7.563 2.309 -0.085
C -3.547 7.354 1.207 -0.019
H -3.077 4.013 1.490 0.103
H -4.522 4.385 3.481 0.106
H -5.352 6.658 3.989 0.100
H -4.732 8.558 2.530 0.104
H -3.257 8.176 0.564 0.116
```

The SMILES is C=Cc1ccc2c(c1)C(=O)c1c(cccc1C(F)(F)C(F)(F)C(F)(F)F)C2=O.Fc1ccccc1.Fc1ccccc1.Fc1ccccc1. Its spin multiplicity is 1. As for the highest occupied orbital energy: -8.23 eV. As for the net charge: 0.